{
  "formula": "C4H5NO",
  "method": "ωB97M-V/def2-TZVPD",
  "species": ["N", "C", "C", "C", "C", "O", "H", "H", "H", "H", "H"],
  "coordinates": [[1.513, 0.016, 0.472], [1.146, -0.749, -0.591], [0.476, 0.868, -0.406], [-0.813, 0.642, -0.104], [-1.022, -0.778, 0.340], [0.045, -1.518, -0.199], [2.399, 0.507, 0.322], [0.901, 1.654, -0.998], [-1.604, 1.372, -0.181], [-1.947, -1.186, -0.085], [-1.096, -0.828, 1.431]],
  "forces_ev_per_angstrom": [[-0.77, 0.77, 0.19], [0.60, -1.52, -0.31], [-0.41, 0.74, 0.55], [1.07, 0.04, 0.11], [-0.09, 0.22, 0.19], [-0.06, -0.38, -0.32], [-0.36, -0.20, -0.47], [-0.06, 0.41, 0.21], [-0.07, -0.07, -0.33], [0.17, 0.03, 0.07], [-0.03, -0.03, 0.11]],
  "lowdin_charge": [0.06, -0.20, -0.12, 0.00, -0.19, -0.14, 0.10, 0.11, 0.12, 0.13, 0.13],
  "e_tot_ha": -285.231763,
  "homo_lumo_gap_ev": [7.9, 7.9]
}



{
  "formula": "C4H5NO",
  "method": "ωB97M-V/def2-TZVPD",
  "species": ["C", "C", "O", "C", "N", "C", "H", "H", "H", "H", "H"],
  "coordinates": [[-0.914, 0.056, -0.080], [-0.456, -0.665, -1.334], [0.628, -1.177, -1.470], [1.700, 1.329, 0.703], [0.986, 0.476, 1.268], [-0.091, -0.184, 1.147], [-0.883, 1.135, -0.324], [-1.958, -0.196, 0.117], [-1.205, -0.673, -2.157], [2.560, 0.823, 0.246], [-0.367, -0.924, 1.884]],
  "forces_ev_per_angstrom": [[-0.14, -0.13, 0.05], [0.31, -0.18, -0.04], [-0.53, 0.24, 0.08], [0.43, 0.03, 1.06], [-0.03, 0.02, -1.13], [0.00, -0.08, 0.07], [-0.03, -0.24, 0.07], [-0.03, -0.02, -0.15], [0.17, 0.01, 0.06], [0.01, 0.14, -0.31], [-0.15, 0.22, 0.23]],
  "lowdin_charge": [-0.15, -0.26, 0.05, 0.04, -0.04, -0.17, 0.13, 0.11, 0.12, 0.04, 0.11],
  "e_tot_ha": -285.291679,
  "homo_lumo_gap_ev": 9.1
}



{
  "formula": "C4H5NO",
  "method": "ωB97M-V/def2-TZVPD",
  "species": ["C", "C", "C", "C", "N", "O", "H", "H", "H", "H", "H"],
  "coordinates": [[-0.836, 1.078, -0.100], [0.643, -0.825, -1.570], [-0.351, -0.143, 0.553], [0.880, -0.803, -0.058], [-1.208, 2.231, -0.153], [0.416, -1.701, -2.284], [0.169, 0.159, 1.486], [-1.129, -0.884, 0.840], [1.015, -1.783, 0.449], [1.629, -0.129, 0.192], [-1.228, 2.800, 0.644]],
  "forces_ev_per_angstrom": [[0.03, -1.52, -1.79], [0.41, 1.65, 1.21], [0.38, 0.19, 2.33], [-1.79, -1.21, -0.66], [0.16, -0.81, -1.23], [-0.33, -1.65, -1.09], [-0.93, 0.06, 0.53], [0.19, 0.79, -0.59], [0.16, 0.37, -0.60], [1.89, 0.81, -0.08], [-0.17, 1.33, 1.96]],
  "lowdin_charge": [-0.14, -0.18, -0.23, -0.19, 0.13, 0.11, 0.11, 0.13, 0.13, 0.08, 0.03],
  "e_tot_ha": -285.245764,
  "homo_lumo_gap_ev": [8.1, 7.3]
}



{
  "formula": "C4H5NO",
  "method": "ωB97M-V/def2-TZVPD",
  "species": ["O", "C", "C", "C", "C", "N", "H", "H", "H", "H", "H"],
  "coordinates": [[-0.572, -1.869, -0.364], [-0.454, -0.596, 0.182], [-0.947, 0.664, -0.495], [-0.099, 1.739, -0.410], [1.052, 1.084, 0.198], [0.922, -0.198, 0.484], [-0.578, -1.805, -1.327], [-0.990, -0.598, 1.141], [-1.989, 0.675, -0.818], [1.994, 1.561, 0.475], [1.598, -0.791, 0.949]],
  "forces_ev_per_angstrom": [[-0.05, 0.04, -0.29], [-0.02, 0.28, 0.27], [-0.18, 0.08, -0.01], [-0.01, -0.54, -0.02], [0.17, -0.11, 0.13], [-0.04, 0.24, 0.02], [0.08, 0.05, 0.11], [0.12, -0.18, 0.04], [0.22, 0.07, -0.03], [-0.14, -0.07, -0.15], [-0.15, 0.12, -0.06]],
  "lowdin_charge": [0.02, -0.41, -0.11, -0.10, -0.11, 0.08, 0.11, 0.17, 0.09, 0.11, 0.16],
  "e_tot_ha": -285.284356,
  "smiles": "O[C@@H]1C=C=CN1",
  "homo_lumo_gap_ev": 7.4
}



{
  "formula": "C4H5NO",
  "method": "ωB97M-V/def2-TZVPD",
  "species": ["N", "C", "C", "C", "C", "O", "H", "H", "H", "H", "H"],
  "coordinates": [[2.587, 0.779, -0.542], [1.741, 0.023, -0.322], [0.662, -0.927, -0.032], [-0.617, -0.255, 0.462], [-1.072, 1.028, -0.068], [-1.691, -0.192, -0.455], [1.029, -1.637, 0.714], [0.434, -1.499, -0.937], [-0.917, -0.527, 1.472], [-1.670, 1.692, 0.556], [-0.488, 1.514, -0.849]],
  "forces_ev_per_angstrom": [[-0.80, -0.69, 0.20], [0.70, 0.60, -0.20], [-0.01, -0.09, 0.01], [0.13, 0.00, 0.22], [0.09, 0.33, -0.04], [-0.17, -0.12, -0.13], [-0.04, 0.08, -0.08], [0.04, 0.11, 0.07], [0.05, 0.03, -0.10], [0.07, -0.16, -0.11], [-0.07, -0.08, 0.16]],
  "lowdin_charge": [0.15, -0.22, -0.11, -0.30, -0.11, -0.03, 0.12, 0.13, 0.14, 0.12, 0.12],
  "e_tot_ha": -285.354281,
  "smiles": "N#CC[C@H]1CO1",
  "homo_lumo_gap_ev": 11.7
}



{
  "formula": "C4H5NO",
  "method": "ωB97M-V/def2-TZVPD",
  "species": ["O", "C", "C", "C", "C", "N", "H", "H", "H", "H", "H"],
  "coordinates": [[-0.777, 1.273, -0.748], [-0.727, 0.317, 0.272], [-0.410, -1.140, -0.293], [0.358, 0.257, 1.237], [1.581, 0.756, 0.745], [2.627, 1.152, 0.404], [0.127, 1.502, -1.010], [-1.715, 0.303, 0.735], [-1.366, -1.599, -0.549], [0.195, -1.012, -1.193], [0.108, -1.809, 0.400]],
  "forces_ev_per_angstrom": [[0.24, 0.09, -0.08], [-0.07, -0.05, 0.29], [0.07, -0.20, -0.10], [-0.03, 0.08, -0.21], [0.76, 0.24, -0.27], [-0.92, -0.32, 0.30], [-0.15, 0.00, -0.02], [0.14, -0.03, -0.03], [0.10, 0.10, 0.05], [-0.06, 0.01, 0.14], [-0.08, 0.08, -0.08]],
  "lowdin_charge": [-0.02, -0.48, -0.02, 0.10, -0.27, 0.18, 0.09, 0.14, 0.09, 0.09, 0.08],
  "e_tot_ha": -285.266827,
  "homo_lumo_gap_ev": 8.0
}



{
  "formula": "C4H5NO2",
  "method": "ωB97M-V/def2-TZVPD",
  "species": ["O", "C", "C", "O", "N", "C", "C", "H", "H", "H", "H", "H"],
  "coordinates": [[-0.160, -1.224, -2.872], [0.028, -0.434, -1.989], [-0.869, -0.342, -0.749], [-1.999, -0.757, -0.671], [-0.236, 0.403, 0.200], [1.028, 0.262, 0.829], [-0.380, 0.418, 1.590], [0.858, 0.310, -2.008], [1.722, 1.045, 0.473], [1.542, -0.651, 1.094], [-1.077, -0.366, 1.952], [-0.457, 1.335, 2.151]],
  "forces_ev_per_angstrom": [[0.12, 0.36, 0.35], [-0.08, -0.45, -0.51], [-0.44, -0.17, 0.01], [0.36, 0.09, -0.09], [-0.33, 0.35, -0.67], [-0.21, 0.01, 0.63], [0.56, 0.22, 0.08], [-0.12, -0.20, -0.04], [-0.38, 0.05, 1.29], [-0.37, -0.64, -0.78], [1.33, -0.11, 0.20], [-0.44, 0.49, -0.46]],
  "lowdin_charge": [0.10, -0.16, -0.42, 0.12, -0.10, -0.07, -0.04, 0.13, 0.11, 0.10, 0.13, 0.09],
  "e_tot_ha": -360.562984,
  "smiles": "O=CC(=O)N1CC1",
  "homo_lumo_gap_ev": 9.8
}



{
  "formula": "C4H5NO2",
  "method": "ωB97M-V/def2-TZVPD",
  "species": ["O", "C", "C", "C", "N", "C", "O", "H", "H", "H", "H", "H"],
  "coordinates": [[1.079, -1.799, 1.469], [0.546, -1.032, 0.722], [0.136, 0.445, 0.969], [0.014, 1.128, -0.400], [-0.986, 0.384, -1.160], [-0.739, -0.848, -1.206], [0.336, -1.450, -0.591], [-0.825, 0.578, 1.493], [0.910, 0.858, 1.622], [0.982, 1.078, -0.915], [-0.283, 2.182, -0.372], [-1.383, -1.563, -1.710]],
  "forces_ev_per_angstrom": [[-0.36, 0.85, -0.25], [0.15, 0.13, 0.28], [0.17, -0.23, -0.05], [0.13, 0.02, 0.08], [0.21, -0.30, -0.29], [-0.34, 0.35, -0.10], [-0.32, -0.10, 0.37], [0.33, -0.57, -0.09], [-0.06, 0.05, -0.17], [-0.11, 0.02, -0.02], [0.06, -0.29, 0.33], [0.14, 0.06, -0.08]],
  "lowdin_charge": [0.14, -0.41, -0.06, -0.21, 0.07, -0.20, 0.05, 0.13, 0.12, 0.13, 0.11, 0.13],
  "e_tot_ha": -360.645731,
  "smiles": "O=C1CCN=CO1",
  "homo_lumo_gap_ev": 11.5
}



{
  "formula": "C4H5NO2",
  "method": "ωB97M-V/def2-TZVPD",
  "species": ["C", "C", "C", "O", "H", "H", "H", "H", "N", "C", "O", "H"],
  "coordinates": [[1.330, -0.448, -0.434], [0.701, 0.727, -0.385], [0.384, 1.360, 0.924], [0.721, 0.892, 1.990], [1.542, -0.956, -1.369], [1.631, -0.942, 0.486], [0.324, 1.214, -1.283], [-0.208, 2.296, 0.878], [-0.979, -1.728, -0.390], [-1.495, -0.632, -0.174], [-2.023, 0.385, 0.034], [-1.926, -2.168, -0.278]],
  "forces_ev_per_angstrom": [[0.28, 0.37, -0.01], [0.43, -0.04, -0.07], [0.24, -0.09, 0.31], [-0.16, 0.23, -0.39], [-0.06, 0.12, 0.12], [-0.01, 0.13, -0.13], [0.20, 0.02, 0.13], [0.12, -0.09, 0.02], [-1.79, -0.13, 0.25], [-0.15, 1.22, 0.15], [0.21, -0.35, -0.13], [0.69, -1.40, -0.26]],
  "lowdin_charge": [0.02, -0.18, -0.30, 0.04, 0.07, 0.08, 0.11, 0.12, 0.17, -0.43, 0.18, 0.12],
  "e_tot_ha": -360.592893,
  "smiles": "C=CC=O.N=C=O",
  "homo_lumo_gap_ev": 10.2
}



{
  "formula": "C4H5NO2",
  "method": "ωB97M-V/def2-TZVPD",
  "species": ["O", "C", "N", "C", "C", "O", "C", "H", "H", "H", "H", "H"],
  "coordinates": [[0.247, 1.788, -0.678], [0.386, 0.988, 0.234], [1.385, -0.021, 0.292], [0.508, -1.044, -0.336], [-0.895, -0.427, -0.130], [-1.269, -0.661, 1.218], [-0.852, 0.650, 0.968], [2.123, 0.268, -0.340], [0.579, -2.007, 0.178], [0.712, -1.169, -1.402], [-1.266, 0.260, -0.952], [-1.659, 1.376, 0.949]],
  "forces_ev_per_angstrom": [[1.16, 0.92, 0.98], [0.32, 0.63, -0.09], [0.13, 0.21, -0.15], [-0.06, -0.17, -0.16], [0.05, -0.12, -0.50], [-0.29, 0.12, -0.39], [0.03, 0.48, -0.01], [0.06, -0.16, 0.03], [-0.10, 0.17, -0.13], [0.01, 0.07, 0.11], [-1.51, -2.17, 0.49], [0.21, 0.02, -0.17]],
  "lowdin_charge": [0.06, -0.51, 0.07, -0.10, -0.19, 0.07, -0.12, 0.12, 0.12, 0.13, 0.19, 0.16],
  "e_tot_ha": -360.496338,
  "homo_lumo_gap_ev": 10.6
}



Calculated relative energy (zero: lowest compared OMol25 entry of this formula, charge and spin), 4.975, 3.344, 4.594, 3.544, 1.641, 4.021, 2.896, 0.645, 2.082, 4.710 eV (same order as the records).